The following is a quantum chemistry calculation of 10 unconnected molecules or ions with the total composition C46H112Br2N10O5, from OMol25.

Cartesian coordinates (Å):
C (3.30316, 4.62051, -2.18615)
C (4.03224, 4.05415, -3.37432)
N (4.91869, 2.91726, -2.93781)
C (6.04426, 2.58254, -3.64566)
C (6.65910, 1.58416, -2.94073)
N (5.89689, 1.33163, -1.83051)
C (4.75142, 2.02048, -1.92996)
C (6.25803, 0.36066, -0.83239)
H (3.96043, 5.20769, -1.54292)
H (2.81805, 3.89423, -1.53383)
H (2.56144, 5.35927, -2.49647)
H (4.63066, 4.83636, -3.83502)
H (3.35614, 3.66040, -4.13276)
H (6.33049, 3.09234, -4.54945)
H (7.64209, 1.16476, -3.07952)
H (4.04282, 2.06431, -1.11134)
H (7.15739, 0.65764, -0.29801)
H (6.39500, -0.59596, -1.33924)
H (5.46214, 0.19742, -0.10885)
C (1.32727, -6.61910, 1.31138)
C (1.88169, -7.56827, 2.43437)
N (2.27979, -6.72696, 3.57338)
C (1.48944, -6.34170, 4.62088)
C (2.28616, -5.67962, 5.50719)
N (3.52462, -5.58737, 4.90591)
C (3.51606, -6.23114, 3.74639)
C (4.73748, -4.93939, 5.44232)
H (0.35657, -6.26292, 1.66455)
H (1.05136, -7.20923, 0.43623)
H (1.98778, -5.80822, 1.01983)
H (2.76912, -8.07282, 2.06557)
H (1.10165, -8.25904, 2.73533)
H (0.50098, -6.75158, 4.74085)
H (2.01054, -5.12429, 6.38750)
H (4.35637, -6.36490, 3.08618)
H (5.57337, -5.37109, 4.89922)
H (4.85050, -5.20327, 6.49336)
H (4.72174, -3.85264, 5.41829)
C (1.12915, 1.10285, -3.85354)
C (0.44645, 0.73785, -2.52120)
C (1.24699, 0.99995, -1.24713)
C (0.62968, 0.63825, 0.14622)
N (1.22558, -0.55058, 0.91824)
C (0.61021, -0.73070, 2.29866)
C (1.57546, -1.51791, 3.20325)
C (2.92684, -1.09561, 2.61125)
C (2.68609, -0.26925, 1.32389)
C (1.18331, -1.77422, 0.08505)
H (2.21543, 1.15460, -3.79846)
H (0.91509, 2.15058, -4.10105)
H (0.65514, 0.57735, -4.67941)
H (0.10180, -0.29937, -2.62428)
H (-0.49417, 1.28340, -2.37106)
H (1.41449, 2.07794, -1.20482)
H (2.24337, 0.55840, -1.33488)
H (-0.45243, 0.51792, 0.17810)
H (0.93647, 1.44764, 0.81256)
H (-0.38203, -1.16860, 2.21134)
H (0.50958, 0.23244, 2.80469)
H (1.44658, -2.58946, 3.03001)
H (1.43136, -1.33357, 4.26296)
H (3.56552, -1.92750, 2.30923)
H (3.40023, -0.48259, 3.37623)
H (3.33896, -0.40095, 0.46901)
H (2.73691, 0.72993, 1.75973)
H (0.12412, -1.95955, -0.08528)
H (1.62842, -2.60975, 0.62732)
H (1.82260, -1.65217, -0.78657)
C (-1.81872, -4.49876, -5.17745)
N (-1.57842, -3.74567, -6.42420)
C (-0.18936, -3.15185, -6.35316)
C (-1.59823, -4.72654, -7.61255)
C (-2.57914, -2.68212, -6.81374)
C (-3.18499, -1.90686, -5.63393)
O (-2.11075, -1.24520, -4.91759)
H (-2.82141, -4.92315, -5.19067)
H (-1.80914, -3.85602, -4.29371)
H (-1.04166, -5.22486, -4.95525)
H (-0.18558, -2.26836, -5.72954)
H (0.13529, -2.92609, -7.36933)
H (0.51504, -3.91888, -6.03560)
H (-1.46733, -4.03792, -8.44797)
H (-2.55637, -5.22927, -7.68058)
H (-0.70694, -5.34851, -7.63364)
H (-3.40814, -3.10465, -7.38007)
H (-2.09229, -1.95074, -7.45510)
H (-3.73326, -2.41256, -4.83612)
H (-3.79949, -1.06347, -5.95859)
H (-2.18554, -1.22613, -3.96426)
C (-5.26473, -3.30802, 3.74703)
N (-3.82664, -3.29347, 3.34496)
C (-3.53094, -4.12570, 2.12621)
C (-3.37483, -1.87870, 3.05671)
C (-3.05095, -3.86761, 4.55838)
C (-1.50720, -3.65271, 4.71318)
O (-0.74219, -4.33357, 3.74983)
H (-5.91501, -3.33409, 2.87537)
H (-5.50973, -2.45824, 4.38280)
H (-5.48859, -4.17107, 4.37379)
H (-4.17254, -3.71307, 1.34671)
H (-3.81927, -5.12721, 2.43968)
H (-2.51322, -4.07633, 1.75713)
H (-2.39437, -1.92505, 2.59235)
H (-3.36282, -1.37041, 4.01823)
H (-4.02296, -1.42803, 2.30701)
H (-3.44783, -4.86732, 4.73316)
H (-3.52795, -3.29052, 5.35724)
H (-1.39308, -4.10817, 5.70527)
H (-1.19969, -2.61256, 4.82742)
H (-0.74671, -5.24550, 4.05400)
C (-1.90836, 4.90622, -6.57519)
N (-2.02435, 3.43829, -6.92104)
C (-1.02395, 2.67427, -6.05754)
C (-3.43455, 2.99787, -6.51215)
C (-1.79589, 3.22809, -8.41792)
C (-1.67654, 1.79490, -8.89203)
O (-2.96614, 1.19054, -8.77569)
H (-1.87639, 4.97425, -5.49088)
H (-2.75194, 5.44969, -6.99094)
H (-0.95120, 5.26471, -6.94813)
H (-0.06897, 2.82063, -6.56092)
H (-1.19657, 1.59908, -6.04459)
H (-1.02475, 3.04043, -5.03627)
H (-4.05303, 3.59148, -7.17908)
H (-3.56776, 3.34827, -5.48942)
H (-3.42799, 1.91766, -6.55865)
H (-0.86877, 3.78034, -8.61179)
H (-2.52233, 3.86830, -8.92053)
H (-0.98990, 1.24556, -8.24808)
H (-1.34128, 1.69699, -9.92547)
H (-3.63197, 1.65145, -9.29771)
C (3.01480, 4.74904, 7.55957)
N (2.24434, 3.48201, 7.87523)
C (2.56583, 3.13286, 9.30370)
C (0.77889, 3.85160, 7.77351)
C (2.61049, 2.38047, 6.90071)
C (2.57959, 2.66107, 5.40948)
O (3.34087, 3.78478, 5.01779)
H (3.10442, 5.33794, 8.46686)
H (2.55735, 5.29793, 6.74310)
H (4.00194, 4.46741, 7.19653)
H (3.62803, 2.98263, 9.46795)
H (1.95585, 2.25401, 9.51571)
H (2.16177, 3.90616, 9.95237)
H (0.72860, 4.29874, 6.78014)
H (0.31923, 4.60995, 8.40677)
H (0.12784, 2.97892, 7.78541)
H (1.92621, 1.55181, 7.08512)
H (3.58420, 2.13007, 7.32588)
H (1.55955, 2.93405, 5.12106)
H (2.94731, 1.83466, 4.79352)
H (3.32164, 3.89711, 4.05258)
C (-5.04005, 1.73837, 0.94338)
N (-4.38613, 3.07163, 1.12632)
C (-5.12238, 3.88129, 2.17815)
C (-2.92195, 2.84255, 1.52726)
C (-4.49909, 3.75850, -0.20963)
C (-4.06267, 5.19727, -0.29043)
O (-2.78560, 5.46437, 0.29810)
H (-4.88117, 1.19938, 1.87587)
H (-4.71986, 1.25112, 0.03089)
H (-6.09758, 2.01119, 0.94853)
H (-5.48604, 3.21999, 2.96285)
H (-6.02468, 4.28221, 1.71430)
H (-4.55483, 4.70579, 2.60033)
H (-2.59862, 3.83568, 1.82403)
H (-2.36125, 2.34717, 0.74312)
H (-2.89177, 2.30288, 2.47404)
H (-5.56377, 3.74106, -0.46456)
H (-4.05717, 3.21774, -1.05005)
H (-4.78945, 5.90253, 0.11315)
H (-3.90430, 5.38695, -1.35688)
H (-2.15205, 5.49557, -0.42129)
Br (-1.04945, 1.36597, 4.89277)
Br (3.66129, 3.52982, 1.65365)

Computed properties:
2S+1	1
E_LUMO	-11.64	eV
net charge	+6
HOMO level	-17.2	eV

Löwdin population analysis, charges in e, atoms 1 to 99: C -0.084; C -0.139; N -0.025; C 0.016; C 0.012; N -0.090; C -0.022; C 0.020; H 0.094; H 0.020; H 0.089; H 0.137; H 0.109; H 0.148; H 0.151; H 0.089; H 0.123; H 0.109; H 0.077; C -0.052; C -0.109; N -0.051; C -0.021; C 0.028; N -0.075; C 0.004; C 0.045; H 0.057; H 0.083; H 0.067; H 0.133; H 0.136; H 0.142; H 0.148; H 0.179; H 0.107; H 0.116; H 0.101; C -0.078; C -0.251; C -0.170; C -0.069; N -0.257; C -0.134; C -0.137; C -0.133; C -0.097; C 0.020; H 0.074; H 0.054; H 0.061; H 0.091; H 0.104; H 0.106; H 0.092; H 0.123; H 0.113; H 0.102; H 0.046; H 0.090; H 0.116; H 0.110; H 0.118; H 0.109; H 0.053; H 0.109; H 0.105; H 0.107; C -0.004; N -0.336; C 0.016; C 0.050; C -0.077; C -0.170; O -0.118; H 0.124; H 0.096; H 0.119; H 0.086; H 0.116; H 0.115; H 0.112; H 0.123; H 0.123; H 0.150; H 0.141; H 0.128; H 0.126; H 0.077; C 0.017; N -0.358; C 0.017; C 0.013; C -0.067; C -0.198; O -0.080; H 0.117; H 0.123; H 0.119